C13H10I3N2O4Re | ωB97M-V/def2-TZVPD

```
! wB97M-V def2-TZVPD RIJCOSX def2/J DEFGRID3
* xyz 3 2
Re 0.2136 0.1397 0.6733
I -2.2774 0.7082 1.5056
C -2.9381 -0.4218 -0.1435
I -1.1414 -0.5841 -1.2785
H -3.6279 0.2094 -0.6982
H -3.3971 -1.3466 0.1946
O 1.9108 0.1489 -0.5480
C 2.6569 -0.8001 -0.8986
C 2.6169 -2.1266 -0.3957
C 3.5950 -3.0498 -0.7975
C 3.5737 -4.3071 -0.2442
C 2.6294 -4.6892 0.6969
C 1.6525 -3.7869 1.1152
C 1.6552 -2.5272 0.5587
O 0.7044 -1.6228 0.9056
N 4.6076 -5.2906 -0.6733
O 5.4733 -4.8597 -1.3946
O 4.4744 -6.4129 -0.2606
H 3.4212 -0.5422 -1.6356
H 4.3628 -2.7913 -1.5175
H 2.6651 -5.6967 1.0941
H 0.9091 -4.0695 1.8475
I 1.6484 1.3104 2.6941
C 1.3313 2.7409 1.1905
C 1.7989 4.0255 1.1409
C 1.4259 4.7735 0.0218
C 0.6192 4.2102 -0.9611
C 0.1908 2.9076 -0.8224
N 0.5407 2.1762 0.2568
H 2.4244 4.4381 1.9207
H 1.7714 5.7957 -0.0740
H 0.3221 4.7800 -1.8308
H -0.4375 2.4255 -1.5592
*
```

relative energy (zero: lowest compared OMol25 entry of this formula, charge and spin)	0.0	kcal per mole
E	-51211.770	eV
orbital gap (alpha / beta)	5.9 / 6.1	eV
M	825.15	u
max |F|	3.1	eV Å⁻¹
HOMO (alpha / beta)	-18.5 / -18.5	eV

Atom charges from the natural (NBO) analysis, given in e for atoms 1 to 8: Re 0.871; I 0.690; C -0.712; I 0.690; H 0.283; H 0.294; O -0.622; C 0.458